No. 1
{
  "formula": "C16H12N4O",
  "method": "ωB97M-V/def2-TZVPD",
  "symbols": ["C", "C", "C", "C", "C", "C", "C", "C", "N", "C", "H", "O", "C", "C", "C", "N", "C", "C", "C", "N", "C", "N", "H", "H", "H", "H", "H", "H", "H", "H", "H", "H", "H"],
  "xyz": [[5.01, -0.72, -1.05], [4.57, -1.42, -0.09], [3.37, -0.87, 0.46], [2.65, -1.64, 1.54], [1.45, -1.29, 1.92], [0.76, -0.06, 1.58], [1.29, 0.55, 0.62], [2.59, 0.22, -0.20], [3.11, 0.89, -1.20], [4.32, 0.37, -1.62], [4.63, 1.19, -2.42], [0.78, 1.88, -0.24], [-0.33, 2.11, 0.17], [-1.48, 1.44, 0.14], [-2.72, 1.35, 0.65], [-3.51, 0.32, 0.40], [-4.64, -0.28, 0.58], [-5.15, -1.25, -0.11], [-4.15, -1.65, -1.22], [-3.09, -1.26, -1.29], [-2.68, -0.27, -0.81], [-1.59, 0.45, -0.65], [-4.58, -2.50, -1.68], [-6.16, -1.56, 0.16], [-5.27, 0.55, 1.05], [-2.98, 2.04, 1.55], [-0.30, 2.44, 1.33], [-0.47, 3.34, -0.38], [-0.19, 0.33, 2.07], [0.98, -1.64, 2.98], [3.06, -2.38, 1.94], [4.87, -2.31, 0.19], [5.92, -0.99, -1.58]],
  "lowdin_charge": [-0.115, -0.043, -0.042, -0.030, -0.084, -0.069, -0.010, -0.115, 0.105, -0.079, 0.146, 0.002, -0.469, -0.371, -0.076, 0.052, -0.179, 0.014, -0.148, 0.140, -0.253, 0.192, 0.094, 0.104, 0.155, 0.154, 0.160, 0.224, 0.155, 0.161, 0.031, 0.082, 0.113],
  "e_homo_ev": -8.0,
  "lumo_ev": 0.18,
  "charge": 0,
  "homo_lumo_gap_ev": 8.2,
  "energy_ha": -910.67742
}



No. 2
{
  "formula": "C5H13PS",
  "method": "ωB97M-V/def2-TZVPD",
  "symbols": ["C", "C", "C", "C", "C", "P", "S", "H", "H", "H", "H", "H", "H", "H", "H", "H", "H", "H", "H", "H"],
  "xyz": [[-0.41, -1.49, 1.06], [1.46, 1.24, 1.16], [0.57, 1.48, -1.22], [-0.43, -0.18, 0.36], [0.85, 0.53, -0.05], [-1.66, -1.02, -1.98], [1.99, -0.77, -0.68], [0.67, -1.81, 1.02], [-0.72, -1.34, 2.08], [-1.01, -2.36, 0.57], [2.55, 1.33, 0.79], [1.68, 0.59, 1.94], [1.02, 2.16, 1.41], [1.38, 1.97, -1.62], [0.05, 0.90, -1.99], [-0.10, 2.22, -0.96], [-1.38, 0.38, 0.61], [-2.83, -0.56, -1.52], [-2.10, -2.27, -1.73], [1.06, -1.14, -1.57]],
  "lowdin_charge": [-0.192, -0.073, -0.132, -0.254, -0.872, 0.716, 0.792, 0.034, 0.058, 0.091, 0.102, 0.055, 0.070, 0.053, 0.003, 0.060, 0.110, -0.240, -0.236, -0.147],
  "e_homo_ev": [-8.0, -7.8],
  "lumo_ev": [0.01, -0.53],
  "charge": 0,
  "homo_lumo_gap_ev": [8.0, 7.2],
  "energy_ha": -937.69492
}